[1]
Computed, not measured: a structure of composition C27H41MgNP2, with wB97M-V/def2-TZVPD.

CARTESIAN COORDINATES (ANGSTROEM)
P 0.6417 -2.5564 0.1229
P 0.2616 1.3801 -0.0721
C 0.3802 -1.3797 -1.2514
C 0.9247 0.0546 -1.2473
H -0.7155 -1.4991 -1.4332
H 0.9247 -1.8471 -2.1079
H 1.9479 -0.0714 -0.8724
H 1.0350 0.4353 -2.2665
C -1.1813 2.1836 -0.9052
H -1.6188 2.5964 0.0340
H -1.9732 1.5288 -1.3275
H -0.7439 2.9808 -1.5533
C 1.5035 2.7089 -0.5918
H 1.2131 3.2315 -1.5312
H 2.5641 2.4178 -0.7288
H 1.5040 3.4924 0.1813
C -0.4909 -3.8425 -0.4344
H -0.4461 -4.6094 0.3386
H -0.1629 -4.3185 -1.3661
H -1.5174 -3.4671 -0.5753
C 2.2867 -3.0951 -0.3586
H 2.9979 -2.2554 -0.4836
H 2.2561 -3.6706 -1.2954
H 2.6034 -3.8077 0.4209
Mg -0.9927 -0.2352 -2.8094
C 0.5305 1.1475 -4.3006
C -0.8323 1.2206 -4.3037
C -1.7177 0.3862 -5.2134
C -1.3486 -1.1010 -5.4600
C -0.6260 -1.7776 -4.2667
C 0.7443 -1.7134 -4.1746
C 1.6538 -1.0193 -5.0855
C 1.3169 0.4634 -5.3755
C 0.4319 -2.2384 1.8846
H 1.0787 1.9476 -3.7920
H -1.3088 2.0572 -3.7416
H -1.7060 0.9320 -6.1613
H -2.7499 0.3745 -4.8158
H -2.2694 -1.7032 -5.5896
H -0.7605 -1.2285 -6.3981
H -1.1607 -2.6211 -3.8060
H 1.2787 -2.5108 -3.6350
H 1.6997 -1.5737 -6.0299
H 2.6762 -1.0491 -4.6731
H 2.2702 1.0010 -5.5010
H 0.8363 0.5530 -6.3706
H 0.6672 -1.2181 2.0891
H 1.0467 -3.0311 2.3104
H -0.6098 -2.4767 2.1032
C -0.2179 4.8563 4.2750
C -0.5068 4.3795 2.9825
C -0.5713 3.0154 2.7504
C -0.3504 2.0793 3.8052
C -0.0315 2.5936 5.0851
C 0.0142 3.9581 5.3212
N -0.5350 0.7456 3.5312
C -0.6913 -0.1902 4.5296
C 0.3391 -0.4993 5.4710
C 0.0516 -1.2414 6.6095
C -1.2176 -1.7895 6.7917
C -2.2111 -1.5877 5.8291
C -1.9400 -0.8772 4.6722
H -0.2136 5.9348 4.4725
H -0.6703 5.0882 2.1649
H -0.8288 2.6130 1.7689
H 0.1480 1.8899 5.8854
H 0.2475 4.3155 6.3223
H 1.3162 -0.0467 5.2823
H 0.8513 -1.3948 7.3291
H -1.4605 -2.2804 7.7204
H -3.2021 -2.0071 5.9584
H -2.6629 -0.7306 3.8628

Orbital gap (spin up / spin down) ... 4.5 / 4.5 eV
E_HOMO (spin up / spin down) ... -4.96 / -4.96 eV

[2]
Computed, not measured: a structure of composition C43H39BN14NiOP2Se2, with wB97M-V/def2-TZVPD.

CARTESIAN COORDINATES (ANGSTROEM)
Ni 0.0521 -0.0529 0.0707
C -0.2638 0.2099 4.3396
C -0.6560 -0.2846 3.0995
N 0.0595 0.2726 2.1289
N 0.9206 1.1330 2.7194
C 0.7421 1.1111 4.0511
B 1.8833 1.8922 1.7718
N 1.0305 2.6838 0.7320
C 1.1073 3.9839 0.3882
C 0.4717 4.1571 -0.8207
C 0.0269 2.8774 -1.1635
N 0.3436 2.0094 -0.2149
N 2.7169 0.8205 0.9794
C 4.0526 0.6551 0.9146
C 4.3322 -0.2958 -0.0421
C 3.0819 -0.6736 -0.5372
N 2.1233 -0.0106 0.0890
N 2.8422 2.8314 2.4677
C 3.7828 3.6023 1.8600
C 4.4802 4.2695 2.8313
C 3.8890 3.8382 4.0333
N 2.9153 2.9794 3.8116
H -0.6540 -0.0436 5.3070
H -1.4073 -1.0217 2.8658
H 1.3452 1.7384 4.6799
H 1.6121 4.6932 1.0179
H 0.3648 5.0666 -1.3816
H -0.4720 2.5472 -2.0598
H 4.7116 1.2231 1.5462
H 5.2985 -0.6493 -0.3488
H 2.8271 -1.3745 -1.3131
H 3.8874 3.6150 0.7888
H 5.2906 4.9612 2.6988
H 4.1336 4.1191 5.0432
Se -0.2299 -1.0442 -7.1045
P -1.1627 0.3519 -5.8499
C -0.5257 2.0510 -5.8840
C -1.1749 3.0302 -5.1337
C -0.6937 4.3263 -5.1293
C 0.4366 4.6461 -5.8750
C 1.0788 3.6716 -6.6210
C 0.5996 2.3679 -6.6264
C -2.8975 0.5702 -6.3300
C -3.1128 0.8923 -7.6725
C -4.3984 1.0779 -8.1423
C -5.4863 0.9292 -7.2890
C -5.2783 0.6087 -5.9595
C -3.9832 0.4425 -5.4855
C -0.8580 -0.0132 -4.0651
C -1.3440 -0.0652 -2.7525
N -0.2460 -0.2072 -1.9540
N 0.8148 -0.2543 -2.7167
N 0.4801 -0.1475 -3.9706
P -2.9247 -0.0954 -1.9594
Se -2.5882 -0.1369 0.2216
C -3.8923 1.4156 -2.1563
C -5.1327 1.4358 -2.7862
C -5.8267 2.6291 -2.9071
C -5.2931 3.8018 -2.3957
C -4.0671 3.7827 -1.7444
C -3.3699 2.5945 -1.6220
C -3.8888 -1.5198 -2.4573
C -3.3868 -2.4149 -3.3968
C -4.1512 -3.5094 -3.7688
C -5.3940 -3.7186 -3.1900
C -5.8811 -2.8389 -2.2305
C -5.1294 -1.7369 -1.8605
H -2.0644 2.7826 -4.5620
H -1.2006 5.0906 -4.5555
H 0.8119 5.6598 -5.8756
H 1.9563 3.9235 -7.2001
H 1.0939 1.5896 -7.1951
H -2.2689 0.9748 -8.3457
H -4.5563 1.3280 -9.1823
H -6.4915 1.0595 -7.6654
H -6.1230 0.4829 -5.2951
H -3.8195 0.1904 -4.4513
H -5.5608 0.5283 -3.1865
H -6.7849 2.6402 -3.4081
H -5.8357 4.7306 -2.4996
H -3.6544 4.6897 -1.3264
H -2.4222 2.5890 -1.1019
H -2.4116 -2.2592 -3.8415
H -3.7729 -4.1934 -4.5162
H -5.9882 -4.5724 -3.4862
H -6.8445 -3.0111 -1.7727
H -5.5026 -1.0550 -1.1063
C -2.0432 -5.0685 -0.6806
N -0.9587 -4.3345 -0.0288
C 0.0641 -5.0105 0.5517
C 1.0564 -4.3643 1.1878
C 1.0074 -2.9348 1.2015
N 0.0597 -2.2631 0.5342
C -0.9624 -2.9496 -0.0378
O -1.9291 -2.3729 -0.5579
N 1.9223 -2.2668 1.8918
H -2.3069 -5.9265 -0.0661
H -1.7319 -5.4020 -1.6701
H -2.8972 -4.4068 -0.7814
H 0.0201 -6.0884 0.4812
H 1.8614 -4.8992 1.6640
H 2.6705 -2.7579 2.3480
H 1.9355 -1.2582 1.8774

Charge ... +1
Orbital gap (spin up / spin down) ... 6.8 / 4.9 eV
<S²> ... 3.76
E_HOMO (spin up / spin down) ... -9.50 / -9.50 eV
2S+1 ... 4

[3]
Computed, not measured: the ion C7H12Br2NO3 with charge -1, with wB97M-V/def2-TZVPD.

CARTESIAN COORDINATES (ANGSTROEM)
C 2.4919 -1.2500 1.1554
C 2.2847 0.1761 0.5503
Br 3.6276 0.3915 -0.9130
C 0.7981 0.4198 0.0583
N 0.2654 1.5685 0.8374
C -1.0819 1.8994 0.5404
O -1.3127 2.7963 -0.2115
O -2.1646 1.2828 1.1422
C -2.4468 -0.0341 0.6647
C -2.4818 -0.0183 -0.9460
C -2.9979 -1.3770 -1.5784
O -1.5366 -0.8752 -1.5735
H 1.5196 -1.7491 1.3370
H 3.0288 -1.1853 2.1212
H 3.1065 -1.8898 0.4963
H 2.5121 0.9183 1.3390
H 0.8751 0.6099 -1.0288
H 0.2157 -0.4985 0.2229
H 0.7882 2.3815 0.5092
H -1.7010 -0.7955 0.9447
H -3.4842 -0.2918 0.9243
H -2.7825 0.9265 -1.4497
H -2.9610 -1.4092 -2.6779
H -2.9098 -2.3049 -1.0008
Br 6.3472 0.3079 -1.4637

Charge ... -1
Orbital gap ... 5.7 eV
E_HOMO ... -3.20 eV

[4]
Computed, not measured: a structure of composition C64H141N7O3, with wB97M-V/def2-TZVPD.

CARTESIAN COORDINATES (ANGSTROEM)
C -2.5154 -2.7545 -2.6420
C -1.9498 -1.4850 -3.3114
C -0.4976 -1.7089 -3.7620
N 0.2498 -0.3904 -4.1563
C -0.6329 0.5948 -4.9737
C 0.2727 1.7662 -5.5410
C 1.4466 1.1951 -6.3327
C 2.2664 0.2463 -5.4409
C 1.4258 -0.9309 -5.0069
C 0.6940 0.3672 -2.8813
H -2.1698 -2.7111 -1.6091
H -2.1527 -3.6221 -3.1931
H -3.6050 -2.7588 -2.6123
H -2.0532 -0.6283 -2.6455
H -2.5963 -1.3126 -4.1718
H -0.5029 -2.3789 -4.6217
H 0.0419 -2.0708 -2.8868
H -1.0575 0.0187 -5.7959
H -1.4385 1.0479 -4.3959
H -0.3089 2.2684 -6.3141
H 0.6075 2.5250 -4.8337
H 1.0818 0.6553 -7.2065
H 2.1038 2.0022 -6.6564
H 3.1420 -0.0731 -6.0061
H 2.8124 0.7908 -4.6704
H 1.0328 -1.3173 -5.9473
H 2.0979 -1.6693 -4.5698
H 1.1775 -0.4217 -2.3051
H -0.1189 0.8459 -2.3353
H 1.3791 1.1842 -3.1077
C -3.6662 -2.4340 1.3925
C -4.2053 -1.1149 0.7308
C -4.2315 -1.2108 -0.8409
N -4.6928 0.0606 -1.5581
C -3.8310 1.3426 -1.0980
C -4.2433 2.5528 -1.8731
C -3.8687 2.3202 -3.3307
C -4.5512 1.1137 -3.9332
C -4.5335 -0.1999 -3.0916
C -6.1748 0.3423 -1.2126
H -2.5831 -2.5350 1.3240
H -4.2034 -3.3078 1.0238
H -3.8574 -2.3383 2.4613
H -3.5253 -0.3053 0.9957
H -5.1924 -0.9357 1.1570
H -4.8238 -2.0480 -1.2103
H -3.2072 -1.2420 -1.2124
H -2.7766 1.0915 -1.2127
H -3.9865 1.4229 -0.0221
H -3.7527 3.4430 -1.4794
H -5.2800 2.8892 -1.8898
H -2.7873 2.2124 -3.4148
H -4.1117 3.1522 -3.9916
H -4.0370 0.7845 -4.8361
H -5.5295 1.4118 -4.3102
H -3.5461 -0.6601 -3.0535
H -5.2764 -0.9668 -3.3106
H -6.5765 1.0899 -1.8966
H -6.2235 0.6851 -0.1791
H -6.7703 -0.5636 -1.3264
C -0.0003 -1.8150 3.9857
C -0.2021 -2.9226 2.9293
C 0.6051 -2.6593 1.6493
N 0.4298 -3.5897 0.3850
C 0.7806 -5.0844 0.8008
C 0.5724 -5.9896 -0.4155
C -0.8438 -5.9455 -0.8247
C -1.2627 -4.4807 -1.3434
C -0.9970 -3.5029 -0.1783
C 1.3909 -3.1572 -0.7258
H 1.0185 -1.4299 3.9417
H -0.2440 -2.1675 4.9880
H -0.6354 -0.9811 3.6868
H -1.2720 -3.0432 2.7596
H 0.2189 -3.8454 3.3285
H 1.6769 -2.6395 1.8466
H 0.3316 -1.6630 1.3019
H 0.0604 -5.3976 1.5566
H 1.7820 -5.0266 1.2275
H 0.8818 -7.0014 -0.1534
H 1.2004 -5.8043 -1.2869
H -1.4725 -6.4232 -0.0733
H -0.8516 -6.5476 -1.7333
H -2.3040 -4.5329 -1.6614
H -0.6553 -4.1550 -2.1878
H -1.6480 -3.8095 0.6404
H -1.3637 -2.5212 -0.4782
H 1.2998 -2.0713 -0.7059
H 1.2654 -3.6255 -1.7021
H 2.3536 -3.4863 -0.3347
C 3.9107 2.6717 0.1402
C 3.2696 1.3942 -0.5487
C 4.3346 0.3000 -0.8475
N 3.8663 -0.8897 -1.7376
C 4.9697 -2.0358 -1.8993
C 6.0468 -1.7801 -2.9320
C 5.4899 -1.3154 -4.3150
C 4.5967 -0.0848 -4.0842
C 3.4227 -0.4691 -3.1346
C 2.6777 -1.5703 -1.0069
H 4.3410 3.3474 -0.5990
H 4.6831 2.3838 0.8533
H 3.2125 3.2447 0.7503
H 2.7570 1.7763 -1.4315
H 2.4577 1.0384 0.0856
H 4.7945 -0.0803 0.0647
H 5.2237 0.6619 -1.3639
H 5.3978 -2.2333 -0.9166
H 4.4253 -2.9283 -2.2078
H 6.7068 -1.0036 -2.5454
H 6.6926 -2.6234 -3.1768
H 6.2337 -1.0217 -5.0558
H 4.9632 -2.1579 -4.7631
H 5.2310 0.6906 -3.6547
H 4.1756 0.2194 -5.0424
H 2.8384 0.4376 -2.9774
H 2.6840 -1.1866 -3.4917
H 3.0607 -1.9318 -0.0526
H 2.3024 -2.3528 -1.6664
H 1.9633 -0.8557 -0.5984
C -0.5170 0.6312 1.8803
C 1.0983 0.7733 1.8093
C 1.8080 -0.2317 2.7951
N 3.2264 0.2701 3.3131
C 4.1115 0.8579 2.1882
C 5.5702 0.9640 2.4975
C 6.1396 -0.2479 3.2026
C 5.3420 -0.6503 4.4664
C 3.8952 -1.0056 3.9602
C 2.9099 1.3101 4.4341
H -0.8872 -0.3933 1.9196
H -0.9810 1.2077 1.0801
H -0.8768 0.9810 2.8480
H 1.3699 1.8088 2.0143
H 1.4168 0.5358 0.7943
H 1.9805 -1.1105 2.1737
H 1.1777 -0.5829 3.6122
H 4.1222 0.0636 1.4417
H 3.5475 1.7292 1.8555
H 6.1265 0.9671 1.5601
H 5.7567 1.8427 3.1149
H 6.2343 -1.1034 2.5339
H 7.1704 0.0381 3.4114
H 5.8750 -1.5285 4.8308
H 5.4257 0.1406 5.2117
H 3.9804 -1.8127 3.2325
H 3.2133 -1.2348 4.7790
H 3.6968 2.0626 4.4858
H 2.7744 0.8386 5.4075
H 1.9673 1.8240 4.2456
C -2.0170 2.1311 1.6874
C -2.6864 1.6627 2.9830
C -2.7930 0.1265 3.1620
N -3.2439 -0.3010 4.5992
C -4.8144 -0.1105 4.6753
C -5.4790 -0.8917 3.6315
C -5.1808 -2.4265 3.8014
C -3.6352 -2.7292 3.7817
C -2.8307 -1.8056 4.8028
C -2.6592 0.5953 5.7502
H -1.0142 2.5029 1.8980
H -2.5869 2.9262 1.2066
H -2.0278 1.3421 0.9355
H -3.6849 2.0152 2.7243
H -2.2974 2.1982 3.8489
H -1.7713 -0.2458 3.0860
H -3.4229 -0.3230 2.3944
H -5.0931 0.9331 4.5293
H -5.1609 -0.3316 5.6848
H -5.4599 -0.4515 2.6346
H -6.5248 -0.7461 3.9020
H -5.7572 -3.0490 3.1170
H -5.5916 -2.7165 4.7684
H -3.1645 -2.4887 2.8284
H -3.4175 -3.7840 3.9488
H -1.7479 -1.8470 4.6845
H -2.9297 -2.1246 5.8404
H -3.1033 1.5899 5.7116
H -1.5942 0.5110 5.5341
H -2.8375 0.1738 6.7395
C 0.7601 5.5862 3.4284
C 0.8429 5.7179 1.8691
C 0.8586 4.3378 1.2122
N 1.0897 4.4039 -0.3572
C 1.3231 2.9621 -0.7533
C 0.0943 2.1309 -0.7466
C -1.0803 2.7822 -1.4858
C -1.4163 4.1964 -0.9823
C -0.1795 5.1252 -1.0439
C 2.3816 5.1672 -0.7391
H 0.7189 6.5636 3.9090
H 1.5933 4.9805 3.7848
H -0.1079 5.0157 3.7588
H 1.7664 6.2502 1.6412
H 0.0273 6.3867 1.5942
H -0.0853 3.8229 1.3913
H 1.6686 3.6877 1.5431
H 2.0570 2.4961 -0.0958
H 1.6090 3.0602 -1.8006
H -0.3281 1.8266 0.2111
H 0.2999 1.1819 -1.2417
H -1.9329 2.1040 -1.5205
H -0.7859 2.9103 -2.5275
H -2.0112 4.1325 -0.0712
H -2.0880 4.5539 -1.7627
H -0.2859 6.1382 -0.6560
H 0.2611 5.2346 -2.0349
H 2.4790 4.9456 -1.8019
H 3.1939 4.7251 -0.1622
H 2.2453 6.2325 -0.5531
O -1.1557 -0.8485 0.4768
C -0.5362 -0.3773 -0.5749
O -1.3411 0.3299 -1.2182
O 0.6858 -0.3831 -0.6258
H -1.8010 -0.3139 0.0083

Charge ... +6
Orbital gap ... 9.4 eV
E_HOMO ... -21.55 eV

Which max |F| belongs to each record? In order, 0.0469 0.0085 0.0858 0.1503 Eh/bohr.